A gas-phase ion, C6H15NO (charge +1) in a non-equilibrium geometry, computed with the ωB97M-V functional and the def2-TZVPD basis.

Results
Expectation value of S²   0.76
Energy above the lowest of the compared OMol25 structures with the same formula, charge and spin   61.57 kcal per mole
Orbital gap (spin up / spin down)   0.439 / 0.248 Ha
HOMO level (spin up / spin down)   -14.6 / -14.4 eV

ORCA input file:
```
! wB97M-V def2-TZVPD RIJCOSX def2/J DEFGRID3
* xyz 1 2
C 0.863 2.466 0.615
C 1.511 1.789 1.899
C 0.642 1.448 -0.567
N -0.227 0.299 0.009
C 0.462 -2.123 -0.796
C -0.545 -0.918 -0.809
C -1.915 -1.536 -0.216
O -2.368 -2.295 -1.292
H -0.078 3.101 0.778
H 1.516 3.233 0.059
H 1.952 0.777 1.621
H 0.677 1.413 2.545
H 2.204 2.501 2.439
H 0.108 1.926 -1.399
H 1.686 1.056 -0.965
H 0.006 0.146 0.920
H 0.162 -2.899 -1.512
H 1.455 -1.822 -0.948
H 0.397 -2.520 0.236
H -0.819 -0.833 -1.912
H -2.794 -0.893 0.133
H -1.562 -2.231 0.527
H -3.333 -2.086 -1.367
*
```